(1)
{
  "formula": "C31H32AlBCl5F3LiN3O19",
  "method": "ωB97M-V/def2-TZVPD",
  "symbols": ["Cl", "Cl", "Cl", "Cl", "Cl", "Al", "F", "F", "F", "O", "O", "O", "O", "O", "O", "O", "O", "O", "O", "O", "O", "O", "O", "O", "O", "O", "O", "O", "N", "N", "N", "C", "C", "C", "C", "C", "C", "C", "C", "C", "C", "C", "C", "C", "C", "C", "C", "C", "C", "C", "C", "C", "C", "C", "C", "C", "C", "C", "C", "C", "C", "C", "B", "Li", "H", "H", "H", "H", "H", "H", "H", "H", "H", "H", "H", "H", "H", "H", "H", "H", "H", "H", "H", "H", "H", "H", "H", "H", "H", "H", "H", "H", "H", "H", "H", "H"],
  "coordinates": [[-7.754, -6.840, -7.976], [-9.168, -4.322, -8.066], [-9.221, -6.084, -10.354], [-10.644, -6.793, -7.956], [-3.271, -5.699, -1.960], [-0.518, -0.347, 3.081], [4.278, 2.973, -1.894], [5.587, 1.392, -1.240], [6.422, 3.238, -1.980], [-0.423, 3.090, -1.656], [2.450, 1.999, 3.008], [-2.058, 4.188, 3.517], [2.323, -4.141, 6.420], [0.717, 1.538, -0.614], [3.633, 5.093, 3.509], [4.980, 2.674, -4.426], [-1.212, -0.631, -1.851], [-0.620, 2.795, 4.579], [5.887, 0.698, -3.851], [3.153, 2.612, 0.801], [1.521, 5.639, 3.323], [-1.400, -2.816, 3.886], [-6.012, -4.144, -7.461], [0.994, -3.443, 8.776], [-2.536, -1.888, 6.114], [0.395, -3.483, 1.496], [-0.813, -5.374, -0.550], [-4.216, -0.953, 1.187], [-2.283, -1.527, 0.020], [0.652, 2.705, -1.493], [-2.966, -3.114, -2.629], [-1.315, 3.209, 3.635], [-3.088, -0.731, 0.897], [2.969, 7.456, 3.794], [-2.215, 0.431, 1.279], [-4.161, -3.286, -3.217], [-3.965, -4.031, -4.373], [-0.740, -2.972, 4.976], [-0.817, -2.670, 7.475], [-1.235, 0.538, 0.306], [2.647, 6.009, 3.501], [4.984, 2.290, -5.813], [-0.246, 1.504, 0.370], [0.458, -3.258, 7.693], [5.535, 5.655, 4.922], [-1.263, 2.290, 2.418], [0.489, -3.539, 5.135], [0.832, 3.434, 1.584], [-9.214, -6.023, -8.600], [-1.503, -0.575, -0.700], [-2.592, -4.300, -4.471], [1.198, -3.688, 6.406], [5.430, 2.352, -2.149], [-1.434, -2.460, 6.217], [5.023, 5.423, 3.516], [3.775, 1.444, -6.146], [-1.997, -3.730, -3.368], [-2.256, 1.318, 2.350], [-0.249, 2.395, 1.447], [5.460, 1.778, -3.574], [-0.164, -2.627, 0.884], [-1.626, -2.763, 0.501], [2.201, 2.654, 1.833], [-3.190, -3.263, 3.812], [0.652, 4.068, 2.452], [5.335, 4.783, 5.544], [4.962, 3.220, -6.378], [6.609, 5.842, 4.912], [-5.347, -3.946, -8.149], [-3.029, 1.212, 3.100], [5.042, 6.506, 5.394], [-5.056, -2.872, -2.785], [-1.401, -2.339, 8.326], [-2.156, -3.118, 1.381], [-6.188, -5.112, -7.393], [3.124, 1.715, 0.446], [-6.850, -3.651, -7.612], [-0.413, -5.850, -1.292], [-2.811, -2.604, -1.775], [2.850, 7.633, 4.862], [1.027, -3.915, 4.270], [2.932, 1.189, 2.805], [3.747, 1.227, -7.214], [-4.737, -4.336, -5.062], [-0.966, -3.696, -3.064], [0.882, 3.990, 0.652], [3.796, 0.501, -5.601], [5.913, 1.779, -6.061], [2.261, 8.076, 3.251], [2.858, 1.963, -5.866], [5.524, 4.561, 3.081], [5.224, 6.268, 2.855], [-1.687, -3.586, -0.220], [-2.086, -4.848, -5.248], [0.417, -1.721, 0.606], [3.966, 7.759, 3.483]],
  "forces_ev_per_angstrom": [[0.17, -0.10, 0.09], [-0.03, 0.28, 0.09], [0.08, 0.02, 0.10], [0.14, 0.04, 0.03], [0.89, -1.16, 1.63], [0.76, -0.30, 0.98], [-0.02, -0.03, -0.18], [0.01, -0.13, -0.17], [0.05, -0.01, -0.20], [0.09, 0.18, 0.27], [-0.82, -0.51, -0.48], [0.01, -0.08, -0.21], [-0.02, 0.01, 0.31], [0.32, 0.05, 0.76], [-0.01, -0.27, -0.27], [0.07, 0.14, 0.13], [0.40, -0.41, -0.54], [0.04, -0.38, -0.12], [0.04, -0.09, 0.19], [-0.59, -0.45, 0.23], [0.14, 0.28, 0.09], [-0.87, 0.12, -1.75], [0.31, 0.12, 0.06], [-0.11, 0.04, 0.08], [-0.57, -0.25, -0.81], [0.17, -0.37, 0.09], [-1.25, -0.19, -0.89], [-0.69, -0.56, 0.59], [-0.65, -0.37, -1.07], [-0.15, -0.06, -0.76], [0.18, 0.73, -0.80], [0.08, 0.29, 0.37], [1.41, 0.34, 0.47], [0.17, 0.13, -0.39], [-0.53, 0.27, -0.28], [-0.12, 0.02, 0.10], [-0.06, 0.06, -0.19], [0.52, -0.09, 1.54], [-0.57, 0.27, -0.03], [-0.31, -0.67, -0.84], [-0.04, 0.22, 0.26], [-0.10, -0.06, -0.56], [-0.68, -0.27, -0.15], [0.27, -0.16, -0.31], [-0.12, 0.06, 0.10], [-0.40, 0.28, 0.37], [0.01, 0.06, -0.84], [0.02, -0.77, 0.35], [-0.17, -0.10, -0.19], [0.74, 1.03, 1.39], [0.20, 0.42, -0.32], [-0.12, 0.07, -0.33], [-0.10, 0.18, 0.65], [0.46, -0.13, 1.06], [0.19, 0.07, 0.14], [-0.10, -0.11, 0.27], [0.09, 0.36, -0.07], [-0.49, -0.30, -0.65], [0.43, 0.34, 0.02], [0.02, 0.00, -0.41], [0.21, 0.05, 0.17], [-0.34, -0.06, -0.13], [0.42, 0.70, -0.19], [0.73, 0.60, 0.68], [-0.21, 0.02, -0.34], [0.04, -0.04, -0.05], [-0.02, 0.12, 0.20], [0.01, -0.01, -0.01], [0.06, 0.02, 0.07], [-0.03, 0.27, 0.14], [0.05, 0.05, -0.04], [-0.03, -0.06, 0.01], [0.16, 0.01, 0.09], [0.00, 0.01, 0.07], [-0.27, -0.10, -0.09], [0.48, 0.08, -0.33], [-0.23, -0.18, -0.06], [-0.03, -0.11, 0.01], [-0.02, 0.09, 0.10], [0.01, -0.01, 0.01], [-0.07, 0.01, -0.05], [0.54, 0.19, 0.44], [0.03, 0.03, -0.01], [-0.07, -0.05, 0.09], [0.00, -0.05, 0.05], [0.16, 0.35, 0.10], [0.08, -0.03, -0.05], [0.02, -0.07, 0.20], [-0.16, -0.07, 0.12], [0.01, 0.07, -0.08], [-0.13, -0.07, -0.03], [-0.05, 0.05, 0.04], [0.08, 0.11, -0.03], [0.03, -0.08, 0.07], [-0.32, 0.11, -0.34], [0.06, -0.06, 0.16]],
  "orbital_gap_ha": 0.0592,
  "e_tot_ev": -154268.8177,
  "charge": 0,
  "homo_ev": -5.694
}

---

(2)
{
  "formula": "C4H10O3",
  "method": "ωB97M-V/def2-TZVPD",
  "symbols": ["O", "O", "O", "C", "C", "C", "C", "H", "H", "H", "H", "H", "H", "H", "H", "H", "H"],
  "coordinates": [[-0.931, 0.258, 1.699], [-2.494, 0.673, -0.532], [1.624, -0.037, 0.486], [-2.000, -0.625, -0.257], [0.456, -0.047, -0.289], [-0.705, -0.550, 0.555], [2.750, 0.364, -0.249], [-1.845, -1.118, -1.223], [-0.812, 1.176, 1.426], [0.578, -0.707, -1.166], [3.614, 0.300, 0.416], [0.226, 0.963, -0.675], [-2.851, 1.003, 0.301], [-2.736, -1.213, 0.308], [2.652, 1.398, -0.615], [-0.446, -1.546, 0.933], [2.921, -0.292, -1.117]],
  "forces_ev_per_angstrom": [[0.04, 0.14, -0.01], [-0.16, 0.10, 0.12], [-0.03, -0.06, 0.08], [0.07, -0.30, -0.01], [-0.25, 0.03, -0.13], [0.08, -0.18, -0.18], [0.27, 0.09, -0.12], [0.05, 0.06, 0.15], [0.05, -0.06, 0.11], [-0.03, 0.07, 0.14], [-0.11, 0.03, -0.10], [0.05, -0.11, 0.06], [0.02, 0.05, -0.16], [0.09, 0.10, -0.09], [-0.01, -0.13, 0.06], [-0.07, 0.10, -0.04], [-0.04, 0.06, 0.12]],
  "orbital_gap_ha": 0.3970,
  "e_tot_ev": -10451.6568,
  "charge": 0,
  "de_lowest_ev": 1.587,
  "homo_ev": -9.956
}

---

(3)
{
  "formula": "C28H39N4O3",
  "method": "ωB97M-V/def2-TZVPD",
  "symbols": ["O", "O", "O", "N", "N", "N", "N", "C", "C", "C", "C", "C", "C", "C", "C", "C", "C", "C", "C", "C", "C", "C", "C", "C", "C", "C", "C", "C", "C", "C", "C", "C", "C", "C", "C", "H", "H", "H", "H", "H", "H", "H", "H", "H", "H", "H", "H", "H", "H", "H", "H", "H", "H", "H", "H", "H", "H", "H", "H", "H", "H", "H", "H", "H", "H", "H", "H", "H", "H", "H", "H", "H", "H", "H"],
  "coordinates": [[-1.125, 5.263, -0.258], [1.707, -4.055, 6.664], [1.290, -5.967, 5.667], [1.428, -4.723, 5.644], [0.134, -2.676, -0.901], [-0.714, 3.822, 1.503], [-0.531, 1.831, 0.437], [0.784, 4.774, -3.324], [0.396, 5.667, -4.321], [-0.509, -2.024, -2.126], [-0.191, -4.190, -0.983], [-0.243, -4.813, -2.381], [-0.803, 2.821, -0.604], [-0.191, -1.895, 0.937], [0.264, 2.883, -1.720], [-0.888, 4.137, 0.180], [-0.111, 3.794, -2.876], [-0.700, 4.874, 2.508], [-1.354, 3.644, -3.498], [-0.158, -0.478, 1.102], [-1.747, 4.541, -4.495], [-1.365, 1.871, 2.803], [0.700, -4.727, 3.300], [1.627, -2.476, -0.835], [-0.480, 0.494, 0.180], [-0.871, 5.553, -4.913], [1.199, -4.030, 4.420], [1.363, -2.633, 4.393], [-2.038, -1.987, -2.031], [1.084, -1.951, 3.210], [0.226, -3.999, 2.218], [2.401, -3.088, -1.969], [1.075, 2.371, 2.254], [0.382, -2.608, 2.118], [-0.375, 2.423, 1.776], [-2.453, -2.218, -1.028], [2.597, -4.157, -1.845], [1.462, 1.352, 2.222], [1.686, 2.997, 1.590], [0.755, -4.991, -2.825], [-1.365, 4.631, 3.354], [1.121, 2.761, 3.277], [-1.794, 2.645, -1.051], [1.361, -0.880, 3.241], [1.953, -2.879, -2.935], [-0.887, -4.217, -3.053], [-0.755, 0.228, -0.837], [1.996, -2.852, 0.136], [-2.373, 2.191, 2.519], [-0.362, -4.513, 1.457], [0.511, -4.729, -0.333], [1.717, -2.112, 5.294], [-1.113, 2.266, 3.790], [1.218, 3.226, -1.269], [1.083, 6.449, -4.643], [1.777, 4.832, -2.868], [-2.009, 2.823, -3.189], [-1.057, -2.403, 0.466], [-0.754, -5.786, -2.317], [-1.045, 5.801, 2.029], [0.636, -5.811, 3.315], [-0.119, -1.004, -2.205], [0.420, 1.849, -2.089], [0.313, 5.052, 2.918], [-1.173, 6.244, -5.698], [-0.193, -2.534, -3.050], [-1.180, -4.305, -0.522], [-2.299, -0.935, -2.233], [0.133, -0.117, 2.106], [3.374, -2.596, -2.026], [1.784, -1.393, -0.844], [-2.549, -2.588, -2.822], [-1.350, 0.785, 2.839], [-2.734, 4.445, -4.948]],
  "forces_ev_per_angstrom": [[0.51, -1.94, 0.43], [-0.45, -1.03, -2.17], [0.30, 2.46, -0.43], [0.43, -2.03, 3.38], [2.65, -1.42, -2.27], [-0.06, 0.43, -0.63], [0.06, -1.39, -0.38], [-0.37, -0.10, 0.20], [-0.28, -0.23, -0.21], [0.57, 0.09, 0.95], [-0.15, 0.77, 0.57], [-0.17, -0.20, -0.29], [-0.25, 0.56, -0.52], [-3.18, -0.31, 0.82], [0.40, -0.24, 0.14], [-0.53, 1.06, 0.14], [0.01, -0.08, -0.05], [0.13, 0.08, 0.51], [0.22, 0.38, -0.05], [0.41, 0.68, -0.26], [0.32, -0.04, -0.04], [-0.15, 0.04, -0.23], [0.27, 0.38, 0.93], [-0.32, 0.13, -0.40], [-0.50, 1.08, 0.58], [0.12, -0.27, 0.44], [-0.71, 0.95, -1.87], [0.08, -0.59, -0.31], [-0.49, 0.56, -0.30], [-0.57, -0.13, -0.39], [-0.29, 0.33, -0.01], [0.85, 0.06, -0.27], [0.12, 0.00, -0.14], [1.34, -0.27, 0.83], [0.07, 0.83, 0.31], [0.28, -0.05, -0.68], [-0.21, 0.15, -0.10], [0.11, 0.14, 0.16], [-0.09, -0.21, 0.26], [-0.67, 0.27, 0.18], [0.18, 0.07, -0.41], [0.18, -0.13, -0.22], [0.24, -0.01, 0.13], [-0.41, -0.82, -0.36], [-0.17, -0.20, -0.11], [0.48, -0.49, 0.19], [0.11, 0.14, 0.14], [-0.30, 0.08, -0.44], [0.13, -0.09, 0.15], [0.37, 0.08, 0.31], [-0.04, 0.31, -0.35], [-0.09, -0.33, -0.63], [-0.14, -0.08, -0.10], [-0.41, -0.26, -0.26], [-0.17, -0.20, 0.03], [-0.37, 0.13, -0.13], [0.05, 0.38, -0.15], [0.05, 1.00, 2.08], [0.29, 0.22, 0.19], [0.10, -0.42, 0.12], [-0.14, 0.20, 0.17], [0.12, -0.26, 0.15], [0.02, 0.38, 0.14], [-0.38, -0.13, -0.28], [0.06, -0.12, 0.21], [0.06, 0.30, 0.59], [0.04, 0.05, -0.07], [-0.34, -0.42, 0.06], [0.05, -0.55, -1.26], [0.11, -0.10, 0.15], [-0.09, -0.05, 0.10], [0.44, 0.27, 0.82], [-0.07, 0.08, 0.18], [0.28, 0.03, 0.05]],
  "orbital_gap_ha": 0.2415,
  "e_tot_ev": -41760.3511,
  "charge": 1,
  "de_lowest_ev": 3.599,
  "homo_ev": -11.082
}

---

(4)
{
  "formula": "C37H31F12N8O6S2Tc",
  "method": "ωB97M-V/def2-TZVPD",
  "symbols": ["Tc", "S", "S", "F", "F", "F", "F", "F", "F", "F", "F", "F", "F", "F", "F", "O", "O", "O", "O", "O", "O", "N", "N", "N", "N", "N", "N", "N", "N", "C", "C", "C", "C", "C", "C", "C", "C", "C", "C", "C", "C", "C", "C", "C", "C", "C", "C", "C", "C", "C", "C", "C", "C", "C", "C", "C", "C", "C", "C", "C", "C", "C", "C", "C", "C", "C", "H", "H", "H", "H", "H", "H", "H", "H", "H", "H", "H", "H", "H", "H", "H", "H", "H", "H", "H", "H", "H", "H", "H", "H", "H", "H", "H", "H", "H", "H", "H"],
  "coordinates": [[-0.605, 0.056, -0.273], [-2.338, -1.676, -1.513], [-1.288, 3.049, 6.737], [3.146, 0.500, -3.448], [1.722, -4.592, -2.429], [-1.311, -5.654, -0.046], [1.541, -0.789, -2.794], [0.493, 3.113, -3.347], [1.502, 3.826, -1.586], [1.136, 0.764, -4.228], [-1.444, -3.795, 1.036], [0.952, -6.205, -1.203], [0.157, -5.165, 1.469], [-0.353, -5.151, -2.579], [2.662, 3.141, -3.290], [-2.164, -1.308, -0.070], [-0.317, -2.870, -1.213], [-1.413, -0.855, -2.277], [-3.663, -1.833, -1.955], [-1.675, -3.166, -1.588], [0.236, 1.316, -1.518], [-0.936, 1.552, 6.280], [-3.903, 1.698, -2.865], [-2.415, 1.377, -1.083], [-1.389, 3.752, 5.297], [-4.691, 0.997, -0.802], [1.365, -0.807, -0.185], [-0.397, -0.374, 1.858], [-0.652, 1.972, 0.843], [-0.607, 0.400, 4.131], [2.275, 0.257, 0.096], [5.308, 3.195, 0.937], [3.463, -1.877, -0.531], [-0.814, 1.908, 2.177], [1.844, 0.473, -3.138], [4.266, 2.159, 0.646], [-0.075, -1.574, 2.330], [-0.630, 0.610, 2.748], [-1.149, 2.826, 4.389], [-0.011, -1.862, 3.686], [-5.941, 0.448, -1.315], [-1.203, 4.271, 2.329], [1.566, 2.909, -2.574], [3.987, 1.143, 1.554], [1.617, -3.367, -0.097], [-0.889, 1.543, 4.962], [-2.889, 1.672, -3.910], [-0.598, -4.667, 0.471], [3.933, -4.042, 0.374], [-0.752, 3.157, 0.257], [0.310, -3.962, -0.604], [2.042, -1.991, -0.308], [-4.508, 0.867, 0.637], [1.537, 1.468, -1.971], [-3.640, 1.292, -1.593], [-5.089, 2.474, -3.197], [-1.082, 3.033, 2.964], [4.367, -2.848, -0.208], [0.657, -5.012, -1.735], [-1.028, 4.322, 0.964], [3.025, 0.194, 1.272], [-0.297, -0.876, 4.606], [3.511, 2.222, -0.527], [2.550, -4.285, 0.336], [4.875, -5.094, 0.842], [2.492, 1.321, -0.794], [-5.838, 0.167, -2.357], [-2.155, 0.902, -3.719], [3.829, -0.971, -0.994], [-4.214, -0.147, 0.913], [-3.741, 1.564, 0.969], [4.823, 4.141, 1.190], [5.107, -5.773, 0.015], [-4.778, 3.396, -3.693], [-6.762, 1.157, -1.195], [-6.181, -0.459, -0.760], [4.435, -5.697, 1.635], [5.817, -4.668, 1.180], [5.940, 3.379, 0.068], [2.219, -5.281, 0.593], [-3.379, 1.443, -4.857], [-5.451, 1.105, 1.127], [-0.596, 3.193, -0.808], [0.153, -2.337, 1.609], [3.753, 3.000, -1.237], [5.937, 2.903, 1.775], [-1.803, 1.828, -1.754], [5.419, -2.685, -0.399], [2.841, -0.621, 1.963], [-1.413, 5.150, 2.925], [0.245, -2.865, 3.998], [-5.747, 1.932, -3.879], [-2.388, 2.641, -4.016], [4.548, 1.083, 2.478], [-0.269, -1.055, 5.673], [-5.643, 2.739, -2.302], [-1.089, 5.257, 0.426]],
  "forces_ev_per_angstrom": [[0.13, 2.19, -0.28], [-0.29, -0.22, 0.27], [-0.02, 0.04, 0.08], [0.02, -0.06, 0.03], [-0.11, 0.05, 0.04], [0.10, 0.19, -0.01], [0.02, 0.03, 0.00], [0.26, -0.01, 0.12], [0.09, -0.05, -0.13], [0.14, -0.06, 0.16], [0.21, -0.09, -0.22], [0.08, 0.18, -0.04], [-0.09, -0.02, -0.20], [0.17, -0.01, 0.25], [0.01, 0.05, -0.01], [-0.04, -0.44, 0.01], [0.19, 0.02, -0.03], [0.64, 0.01, 0.29], [-0.17, -0.30, -0.08], [-0.04, -0.08, 0.04], [0.11, -0.10, -0.20], [0.03, -0.28, 0.18], [-0.01, -0.30, 0.09], [0.91, -0.87, 0.11], [-0.04, 0.28, -0.06], [0.18, -0.34, 0.11], [-0.62, -0.46, -0.31], [-0.31, -0.13, -0.32], [0.36, -0.56, 0.01], [0.05, -0.28, -0.23], [0.03, 0.01, 0.04], [-0.02, -0.01, -0.05], [0.29, 0.27, 0.13], [-0.10, 0.52, -0.02], [-0.06, 0.18, -0.10], [0.01, -0.07, 0.22], [-0.03, 0.00, 0.08], [0.15, -0.30, 0.25], [0.10, -0.48, 0.32], [-0.03, -0.04, 0.08], [0.03, -0.20, 0.06], [0.01, -0.12, 0.04], [-0.35, 0.08, 0.05], [0.01, 0.12, 0.05], [-0.09, -0.62, 0.03], [-0.14, 0.60, -0.13], [-0.04, 0.13, 0.03], [-0.28, 0.02, 0.46], [0.28, 0.28, -0.20], [-0.01, 0.10, -0.11], [-0.59, -0.28, -0.10], [0.15, 0.67, 0.22], [0.07, 0.11, -0.10], [-0.23, -0.18, -0.21], [-0.16, 0.87, 0.17], [-0.10, 0.07, -0.11], [0.06, -0.07, -0.38], [0.28, -0.13, 0.06], [0.03, -0.11, -0.21], [0.00, 0.05, 0.15], [0.19, -0.41, 0.10], [-0.02, 0.16, -0.07], [-0.01, -0.24, -0.06], [-0.66, 0.26, 0.09], [-0.02, 0.08, 0.06], [-0.30, 0.35, -0.30], [0.01, 0.04, -0.05], [0.11, -0.10, 0.06], [0.00, -0.02, -0.01], [0.00, -0.06, 0.02], [-0.03, 0.01, 0.01], [0.03, 0.01, 0.00], [-0.05, 0.01, -0.06], [0.03, 0.00, 0.02], [-0.02, -0.03, -0.03], [0.01, 0.00, 0.04], [-0.01, 0.00, 0.00], [-0.01, 0.02, -0.01], [0.00, -0.01, -0.01], [0.00, -0.01, -0.13], [0.01, 0.01, 0.01], [0.00, 0.03, 0.01], [-0.05, -0.04, 0.11], [-0.13, 0.02, -0.05], [-0.08, -0.01, -0.02], [0.01, 0.01, 0.00], [-0.19, 0.05, -0.11], [0.00, 0.00, 0.02], [-0.01, 0.02, 0.01], [0.00, 0.04, -0.06], [0.01, 0.00, 0.00], [0.00, 0.01, 0.03], [-0.01, -0.01, 0.03], [-0.03, -0.02, 0.01], [-0.01, -0.03, 0.00], [0.05, 0.02, -0.02], [-0.01, 0.00, -0.01]],
  "orbital_gap_ha": [0.1644, 0.1644],
  "e_tot_ev": -119541.3036,
  "charge": 2,
  "homo_ev": [-13.409, -13.408]
}